Entry 1:
The following is a quantum chemistry calculation of a structure of composition C12H27F6InN9P in a non-equilibrium geometry, from the OMol25 dataset.

Geometry as ORCA input:
```
! wB97M-V def2-TZVPD RIJCOSX def2/J DEFGRID3
* xyz 3 2
In -1.27381 -0.45972 -0.63101
N -2.12870 -1.70389 1.14487
C -3.26818 -0.89987 1.63495
C -2.74110 0.47745 2.02352
N -2.02805 1.12159 0.90735
C -2.69635 2.24827 0.23493
C -3.28852 1.84278 -1.11648
N -2.23599 1.19842 -1.91886
H -2.40600 -2.65403 0.92007
H -1.42173 -1.77349 1.87813
H -3.74801 -1.35235 2.50364
H -4.00882 -0.80938 0.83279
H -2.04628 0.35897 2.85778
H -3.57454 1.09069 2.36691
H -1.10615 1.41851 1.24908
H -1.96359 3.03940 0.06807
H -3.49692 2.65344 0.85410
H -3.67395 2.74135 -1.59946
H -4.11507 1.13911 -0.98779
H -1.52280 1.87433 -2.19526
H -2.59813 0.80720 -2.78307
N -3.43781 -3.69922 -2.94220
C -2.55667 -3.34137 -3.88796
C -1.77389 -2.29847 -3.31729
N -2.20745 -2.06420 -2.05930
C -3.21870 -2.92344 -1.85039
H -4.14702 -4.42719 -3.03625
H -2.50967 -3.80472 -4.86650
H -0.94920 -1.75145 -3.76010
H -3.80807 -2.99625 -0.94747
F 0.62958 -1.31756 -1.48382
P 1.37112 0.03259 -2.30352
F -0.08586 0.11900 -3.06897
F 0.58241 0.94907 -1.06233
F 2.58896 -0.11798 -1.31207
F 1.87798 1.34684 -2.94625
F 1.92844 -0.95976 -3.35541
C 4.95475 1.56452 0.53800
C 4.87354 1.14622 1.99637
C 4.56932 2.27952 2.97220
C 4.04921 -0.15318 2.19863
N 2.60871 -0.09124 1.85511
C 1.88023 -1.02968 1.23439
N 0.63277 -0.60959 1.17317
N 0.62249 0.60383 1.75760
N 1.78795 0.91227 2.16429
H 5.77515 2.26266 0.37751
H 4.05768 2.10819 0.21840
H 5.08889 0.71098 -0.12678
H 5.89472 0.83503 2.26007
H 3.51051 2.49389 3.00798
H 5.06990 3.20102 2.68116
H 4.84162 2.02356 3.99716
H 4.12590 -0.46678 3.24069
H 4.45562 -0.93697 1.56148
H 2.25955 -1.95892 0.84816
*
```

Energy above the lowest of the compared OMol25 structures with the same formula, charge and spin ... 37.6 kcal/mol
HOMO-LUMO gap (spin up / spin down) ... 6.9 / 2.6 eV
⟨S²⟩ ... 0.76

Need the Mulliken charges? In units of e they are: 2.076, -0.555, -0.659, -0.741, -0.039, -0.658, -0.762, -0.479, 0.284, 0.280, 0.560, 0.232, 0.358, 0.428, 0.436, 0.442, 0.333, 0.487, 0.298, 0.305, 0.323, 0.050, -0.482, -0.035, -0.011, -0.321, 0.285, 0.426, 0.575, 0.501, -0.484, 1.402, -0.389, -0.436, -0.243, -0.321, -0.334, -1.457, 0.613, -1.337, -0.760, 0.625, -0.434, -0.123, -0.080, -0.797, 0.458, 0.272, 0.346, 0.313, 0.272, 0.387, 0.384, 0.318, 0.367, 0.496

=====

Entry 2:
The following is a quantum chemistry calculation of a structure of composition C10H12ClMnN3OS in a non-equilibrium geometry, from the OMol25 dataset.

Geometry as ORCA input:
```
! wB97M-V def2-TZVPD RIJCOSX def2/J DEFGRID3
* xyz 2 2
Mn 0.21556 -0.07581 -0.66710
O 1.95358 -0.52518 -0.76043
N 2.80421 -0.53726 0.27431
C 4.10860 -0.79499 0.07120
C 4.95870 -0.82856 1.14631
C 4.45783 -0.59666 2.42798
C 3.11225 -0.32327 2.60458
C 2.28319 -0.28859 1.49654
S 0.57316 0.05052 1.51958
H 4.41268 -0.96962 -0.95111
H 6.00505 -1.03928 0.98178
H 5.11406 -0.62498 3.28702
H 2.69107 -0.13512 3.58233
Cl -0.90926 2.70517 -1.85159
C 0.49731 1.82884 -1.40891
H 1.13280 2.44283 -0.77917
H 1.01305 1.45546 -2.30453
C -5.25203 0.16800 -0.15946
N -3.86940 -0.06446 -0.56729
C -3.48208 -0.70681 -1.71811
C -2.12674 -0.69414 -1.72390
N -1.68907 -0.04791 -0.57796
C -2.77853 0.31289 0.09584
H -5.90546 -0.48448 -0.72950
H -5.53709 1.20188 -0.34709
H -5.37532 -0.03953 0.90047
H -4.18183 -1.12028 -2.42432
H -1.44272 -1.10163 -2.45776
H -2.78357 0.83299 1.04031
*
```

HOMO-LUMO gap (spin up / spin down) ... 5.6 / 8.2 eV
⟨S²⟩ ... 1.25

Need the Mulliken charges? In units of e they are: 0.866, -0.676, 0.418, -0.140, -0.719, -0.130, -0.778, 0.867, -0.160, 0.452, 0.439, 0.440, 0.449, -0.027, -0.297, 0.343, 0.327, -0.794, 0.097, -0.407, -0.477, -0.066, -0.313, 0.305, 0.341, 0.355, 0.427, 0.424, 0.435

=====

Entry 3:
The following is a quantum chemistry calculation of a cluster of 4 separate species, C5H19NO3S in total in a non-equilibrium geometry, from the OMol25 dataset.

Geometry as ORCA input:
```
! wB97M-V def2-TZVPD RIJCOSX def2/J DEFGRID3
* xyz 0 1
C -0.74925 1.46956 -2.10298
C 0.37712 0.49877 -2.46844
N 1.20055 0.04238 -1.37557
C 0.51246 -0.86426 -0.38830
C 0.36884 -2.23885 -0.99566
C 1.39327 -0.74497 0.85606
S 0.40664 -0.86580 2.36802
H -0.49564 2.51248 -1.90862
H -1.36599 1.52967 -2.99926
H -1.31377 1.06340 -1.27362
H 0.94541 0.81589 -3.34376
H -0.19512 -0.34508 -2.89945
H 2.09300 -0.33350 -1.66821
H -0.36299 -0.25889 -0.23116
H -0.63580 -2.53519 -1.28471
H 0.78190 -2.35137 -2.00123
H 0.71088 -3.00785 -0.30281
H 2.22809 -1.45029 0.89118
H 1.96684 0.17701 0.77345
H -0.35560 0.20938 2.09907
O -1.35696 2.27589 1.72274
H -0.57394 2.49841 1.16946
H -1.98088 2.85443 1.26769
O 0.84912 3.02730 0.22680
H 1.50589 2.67530 0.83530
H 0.98270 2.71618 -0.67093
O -2.82426 -2.48809 -0.22111
H -1.99846 -2.89038 -0.51701
H -2.57255 -1.82433 0.42717
*
```

Energy above the lowest of the compared OMol25 structures with the same formula, charge and spin ... 11.9 kcal/mol
HOMO-LUMO gap ... 9.6 eV
SMILES ... CCN[C@@H](C)CS.O.O.O

Need the Mulliken charges? In units of e they are: -1.223, -0.517, -0.325, 1.292, -1.625, -1.083, -0.197, 0.341, 0.384, 0.264, 0.422, 0.264, 0.263, -0.199, 0.289, 0.340, 0.456, 0.478, 0.294, 0.094, -0.615, 0.394, 0.323, -0.740, 0.307, 0.307, -0.658, 0.345, 0.325

=====

Entry 4:
The following is a quantum chemistry calculation of a cluster of 9 separate species, C24H40NO27S2 in total in a non-equilibrium geometry, from the OMol25 dataset.

Geometry as ORCA input:
```
! wB97M-V def2-TZVPD RIJCOSX def2/J DEFGRID3
* xyz -1 1
N -0.81366 0.42527 -0.58101
O 0.04429 1.33562 -0.70117
O -1.95140 0.68267 -0.20017
O -0.54602 -0.78056 -0.82713
O 2.28018 -5.41069 4.38509
S 1.11297 -5.48111 3.48509
O -0.24699 -5.31133 3.88645
O 1.49223 -4.37029 2.27090
C 1.70436 -3.13013 2.64153
C 1.93625 -2.27691 1.25913
C 1.26927 -7.02113 2.74931
H 2.59542 -3.13100 3.11367
H 0.84700 -2.68474 3.45483
H 2.26089 -1.36549 1.59757
H 0.93453 -2.11963 0.62424
H 2.66413 -2.76290 0.68968
H 2.32351 -7.06236 2.42753
H 0.50274 -6.94273 1.87603
H 1.09733 -7.83943 3.43368
O 4.70378 7.02064 1.27333
S 4.59252 6.27706 2.45056
O 3.67176 6.69537 3.49766
O 4.12260 4.70704 1.96033
C 2.75714 4.48927 1.63295
C 2.73423 3.03604 1.05986
C 6.15874 5.91569 3.14106
H 2.45631 5.05721 0.77820
H 2.12946 4.51860 2.42174
H 1.70893 2.88198 0.57218
H 2.68835 2.37299 1.90517
H 3.57403 2.57507 0.56949
H 6.92767 5.86303 2.24932
H 5.86168 4.95863 3.67048
H 6.53260 6.65400 3.62520
C -2.20151 -1.67724 2.13817
C -3.25676 -2.18211 1.10550
O -4.12397 -2.87176 1.91538
C -3.81378 -2.85627 3.13059
O -4.49579 -3.25244 4.11077
O -2.74759 -2.13227 3.33209
H -2.25089 -0.43409 2.32499
H -1.19508 -1.68367 1.77333
H -2.80076 -2.65829 0.32339
H -3.69633 -1.41918 0.50597
C -2.00960 3.43630 2.02904
C -2.70530 4.78301 1.90161
O -2.95344 4.96898 3.36576
C -2.45825 4.08412 4.03747
O -2.42805 4.14655 5.32622
O -1.77396 3.18026 3.35515
H -1.04632 3.28246 1.68391
H -2.46248 2.53885 2.07167
H -3.73693 4.70797 1.40795
H -2.06131 5.79023 1.48649
C -2.61846 -0.14490 -3.83801
C -1.32213 0.28755 -4.42546
O -1.73634 0.62715 -5.70354
C -3.00914 0.44654 -5.82324
O -3.62385 0.65478 -6.92790
O -3.53960 -0.03957 -4.76303
H -2.81125 0.45258 -3.01889
H -2.61033 -1.24666 -3.45542
H -0.50008 -0.65243 -4.56839
H -0.80959 1.00301 -3.83134
C -0.32858 -4.40833 -1.58939
C -0.18276 -5.02960 -0.22030
O -1.20815 -5.95595 -0.05157
C -1.94898 -6.04899 -1.18095
O -2.87343 -6.86555 -1.42114
O -1.42049 -5.14704 -2.04174
H 0.36197 -4.60512 -2.34734
H -0.48322 -3.23078 -1.45182
H -0.37867 -4.37864 0.65941
H 0.80963 -5.23145 -0.10268
C -3.20252 3.45574 -1.95300
C -1.76588 3.94329 -1.91021
O -1.45820 3.91416 -3.35006
C -2.47687 3.59635 -3.99691
O -2.51378 3.50944 -5.26060
O -3.45489 3.31089 -3.28478
H -3.84636 4.14718 -1.54004
H -3.31494 2.79675 -1.20727
H -1.08203 3.51069 -1.26385
H -1.63816 4.94438 -1.48915
C 2.40528 -1.02323 -2.52428
C 3.14809 -0.73137 -3.88937
O 3.50747 -2.09359 -4.37310
C 3.22271 -2.89819 -3.40045
O 3.44865 -4.07382 -3.50021
O 2.72847 -2.39071 -2.22251
H 1.34468 -0.97901 -2.62947
H 2.70607 -0.33787 -1.53566
H 4.14420 -0.28314 -3.63633
H 2.42269 -0.33168 -4.64822
*
```

Energy above the lowest of the compared OMol25 structures with the same formula, charge and spin ... 49.0 kcal/mol
HOMO-LUMO gap ... 9.1 eV

Need the Mulliken charges? In units of e they are: 0.784, -0.649, -0.676, -0.481, -0.668, 1.172, -0.596, -0.167, -0.610, -1.129, -0.723, 0.524, 0.268, 0.657, -0.033, 0.437, 0.294, 0.143, 0.411, -0.588, 1.135, -0.628, -0.292, -0.467, -1.120, -0.948, 0.332, 0.480, 0.172, 0.381, 0.471, 0.287, 0.287, 0.489, 1.250, 0.208, -0.359, 0.626, -0.666, -0.407, -0.418, -0.302, -0.019, 0.109, -0.313, 0.047, -0.252, 0.536, -0.691, -0.392, 0.224, 0.383, 0.226, 0.197, 0.228, 0.162, -0.302, 0.578, -0.682, -0.312, -0.001, 0.154, -0.079, 0.206, 0.494, -0.136, -0.454, 0.574, -0.618, -0.394, 0.227, -0.245, 0.072, 0.517, -0.320, 0.278, -0.346, 0.599, -0.670, -0.340, 0.406, 0.370, -0.115, 0.193, 0.583, -0.180, -0.323, 0.595, -0.612, -0.235, -0.359, 0.029, 0.268, 0.257

=====

Entry 5:
The following is a quantum chemistry calculation of the ion C7H17N with charge +1 in a non-equilibrium geometry, from the OMol25 dataset.

Geometry as ORCA input:
```
! wB97M-V def2-TZVPD RIJCOSX def2/J DEFGRID3
* xyz 1 2
C -1.96401 -0.31350 0.10038
N -0.60154 -0.72813 -0.07672
C 0.17443 -0.27075 -1.20423
C 1.66974 -0.61843 -1.01306
C 2.46510 -0.05779 -2.17754
C 2.18887 -0.10430 0.33425
C -2.12722 0.92439 1.01066
C -2.12247 0.60323 2.50325
H -2.51443 -1.11118 0.58947
H -2.42309 -0.11882 -0.87109
H -0.45551 -1.71296 0.15528
H 0.09627 0.81875 -1.20264
H -0.20186 -0.76818 -2.09819
H 1.69749 -1.71065 -1.05429
H 3.52034 -0.27009 -2.01611
H 2.42203 1.03595 -2.13784
H 2.11896 -0.40131 -3.14944
H 2.95156 -0.78336 0.72105
H 2.63348 0.87560 0.19441
H 1.42582 -0.07488 1.11748
H -3.09703 1.35232 0.77069
H -1.39349 1.70976 0.82183
H -2.34579 1.52235 3.04075
H -1.16086 0.24841 2.87098
H -2.95682 -0.04643 2.77068
*
```

Energy above the lowest of the compared OMol25 structures with the same formula, charge and spin ... 0.5 kcal/mol
HOMO-LUMO gap (spin up / spin down) ... 12.7 / 8.0 eV
⟨S²⟩ ... 0.75

Need the Mulliken charges? In units of e they are: -0.647, 0.111, -0.765, 0.517, -1.619, -1.199, -0.323, -1.221, 0.441, 0.309, 0.366, 0.341, 0.426, 0.324, 0.398, 0.405, 0.413, 0.338, 0.343, 0.335, 0.363, 0.305, 0.362, 0.326, 0.353